No. 1
The following is a quantum chemistry calculation of a 5-piece molecular cluster, C21H52N2O14PS5 overall, from the OMol25 dataset.

Values from the calculation:
E_LUMO (spin up / spin down) = 0.00968 / 0.00967 Ha
E = -117728.2127 eV
2S+1 = 2
HOMO level (spin up / spin down) = -0.2964 / -0.3159 Ha
Gap between HOMO and LUMO (spin up / spin down) = 8.330 / 8.859 eV

The geometry in XYZ format:
```
95
Properties=species:S:1:pos:R:3:forces:R:3:lowdin_spin:R:1
C -3.37969 -1.73520 -3.26557 -0.03 0.09 -0.12 0.00
C -1.88468 -2.03046 -3.24234 -0.02 -0.09 0.05 0.02
C -1.57106 -3.01160 -4.37415 -0.09 -0.04 0.01 0.00
C -1.07685 -0.72196 -3.47503 0.07 0.01 -0.05 0.02
C 0.08454 -0.45255 -2.51289 -0.04 -0.05 -0.22 0.00
S -0.46244 0.33336 -0.94936 -0.09 -0.10 0.15 0.00
P 1.31124 0.84623 -3.25593 -0.10 -0.02 0.34 0.00
N 2.77632 -0.04562 -3.31414 0.14 0.42 0.02 0.00
O 0.96122 0.79017 -4.87227 -0.23 0.17 0.00 0.00
C 0.77625 -1.77212 -2.15952 0.05 0.05 -0.02 0.01
C -0.12370 -2.88507 -1.56649 -0.07 -0.19 -0.03 0.02
C 0.00028 -2.93257 -0.04550 0.17 0.04 0.03 0.00
C 0.31929 -4.25648 -2.09692 -0.23 -0.07 0.10 0.01
N -1.56246 -2.64148 -1.91478 0.24 0.65 -0.05 0.38
O -2.32650 -2.29189 -0.95216 -0.17 -0.31 -0.02 0.53
H -3.95671 -2.59179 -2.92248 -0.02 0.00 -0.03 0.00
H -3.62411 -0.87520 -2.64718 -0.04 -0.08 0.12 0.00
H -3.67565 -1.51604 -4.29340 0.02 0.04 0.01 0.00
H -0.50419 -3.16214 -4.51716 0.04 -0.03 0.03 0.00
H -1.95571 -2.59161 -5.30460 0.00 -0.01 0.00 0.00
H -2.06304 -3.97155 -4.20836 0.06 -0.03 0.01 0.00
H -1.75641 0.13335 -3.49933 0.02 0.01 0.07 0.00
H -0.64608 -0.78784 -4.47384 0.00 0.01 -0.07 0.00
H -1.27789 1.24704 -1.48731 0.07 0.12 -0.09 0.00
H 3.09060 -0.21193 -4.26509 -0.14 -0.20 0.00 0.00
H 3.49702 0.50422 -2.85792 0.02 -0.14 -0.03 0.00
H 0.37925 1.53781 -5.08274 0.22 -0.14 -0.06 0.00
H 1.26149 -2.12703 -3.07025 0.00 -0.05 -0.03 0.00
H 1.58590 -1.58871 -1.45043 0.07 -0.01 -0.07 0.00
H -0.08630 -1.94446 0.39887 -0.16 -0.03 0.04 0.00
H 0.98610 -3.33277 0.20071 0.01 0.04 -0.01 0.00
H -0.75647 -3.57951 0.39182 0.00 0.00 0.01 0.00
H 1.28406 -4.52184 -1.66354 0.04 0.05 -0.08 0.00
H 0.40264 -4.29332 -3.17719 0.06 0.00 -0.05 0.00
H -0.40356 -5.01598 -1.79083 0.04 -0.01 0.03 0.00
O 4.78505 0.60502 2.04934 0.05 0.03 -0.02 0.00
S 3.42571 0.51290 2.49209 0.03 -0.07 -0.02 0.00
O 2.85347 1.63192 3.18073 -0.03 0.05 0.02 0.00
O 3.25725 -0.80297 3.35798 -0.07 0.04 0.03 0.00
C 4.17933 -0.98647 4.46913 0.17 -0.06 0.08 0.00
C 3.86696 -0.07370 5.63020 -0.08 -0.03 -0.03 0.00
C 2.37931 0.04888 1.16197 0.01 0.00 -0.02 0.00
H 5.19522 -0.84447 4.09897 -0.02 0.04 -0.04 0.00
H 4.06033 -2.03392 4.73671 -0.07 0.00 -0.04 0.00
H 4.01527 0.96743 5.36025 0.03 -0.01 0.02 0.00
H 4.52328 -0.29546 6.47006 0.01 -0.03 -0.01 0.00
H 2.83090 -0.19950 5.94615 0.01 -0.01 0.03 0.00
H 2.81859 -0.80940 0.65987 -0.01 0.00 0.00 0.00
H 2.31910 0.90331 0.49116 0.00 0.01 0.01 0.00
H 1.39288 -0.18097 1.55482 0.00 0.00 0.01 0.00
O -0.78110 4.03503 -4.02959 0.02 -0.23 -0.04 0.00
S -1.41642 5.16647 -4.64146 0.02 0.06 0.08 0.00
O -1.23204 5.37985 -6.04290 -0.02 0.00 -0.06 0.00
O -1.01947 6.46244 -3.82899 -0.02 0.08 -0.11 0.00
C 0.39486 6.69778 -3.58444 0.18 0.00 0.15 0.00
C 1.13680 7.17115 -4.81351 -0.08 -0.02 -0.06 0.00
C -3.13306 5.17764 -4.26880 -0.03 -0.03 0.00 0.00
H 0.82752 5.78786 -3.16773 -0.04 -0.03 -0.04 0.00
H 0.39203 7.45877 -2.80767 -0.04 0.01 -0.01 0.00
H 1.17149 6.40380 -5.58455 0.01 -0.02 0.02 0.00
H 2.15893 7.42437 -4.53050 0.00 0.02 0.01 0.00
H 0.65947 8.05532 -5.23510 0.02 0.02 0.01 0.00
H -3.26401 5.02811 -3.20106 0.00 0.01 0.00 0.00
H -3.57417 4.35830 -4.83245 0.00 0.00 0.00 0.00
H -3.54968 6.12733 -4.59261 0.00 0.00 -0.01 0.00
O 4.95492 2.00386 7.74534 0.04 -0.02 0.06 0.00
S 4.95790 3.40283 7.43209 -0.08 -0.03 -0.02 0.00
O 6.19708 4.02971 7.09173 0.04 0.04 -0.02 0.00
O 4.26462 4.18747 8.62427 0.04 0.12 -0.03 0.00
C 4.76023 3.93937 9.96447 -0.03 -0.09 0.19 0.00
C 6.09501 4.59698 10.23562 0.01 0.02 -0.09 0.00
C 3.76051 3.75234 6.19489 0.01 -0.01 -0.03 0.00
H 4.79570 2.86138 10.12586 0.02 0.00 -0.06 0.00
H 3.98232 4.35233 10.60302 -0.02 0.01 -0.03 0.00
H 6.88638 4.16806 9.62415 -0.01 -0.02 0.01 0.00
H 6.35158 4.45472 11.28603 -0.01 0.01 0.01 0.00
H 6.04628 5.66545 10.02698 -0.01 0.00 0.03 0.00
H 2.81936 3.28515 6.47029 0.00 0.00 0.00 0.00
H 4.13550 3.33021 5.26386 -0.01 0.00 0.00 0.00
H 3.66135 4.83082 6.10826 0.00 0.00 0.00 0.00
O -5.61059 -6.10883 -3.02780 0.01 -0.02 -0.06 0.00
S -5.60271 -6.09907 -1.59466 -0.01 0.08 -0.03 0.00
O -5.72244 -7.34130 -0.89541 0.02 -0.04 0.03 0.00
O -6.71599 -5.08701 -1.09046 -0.01 -0.05 0.12 0.00
C -8.05690 -5.25331 -1.61565 -0.15 0.07 -0.13 0.00
C -8.78615 -6.43678 -1.01950 0.08 -0.04 0.04 0.00
C -4.20757 -5.21818 -1.00101 0.08 0.04 0.03 0.00
H -7.99731 -5.31597 -2.70287 0.05 -0.03 0.01 0.00
H -8.54864 -4.31824 -1.35608 0.03 0.01 0.02 0.00
H -8.32026 -7.37926 -1.30028 0.00 0.01 -0.02 0.00
H -9.81501 -6.43630 -1.38139 -0.01 0.01 0.01 0.00
H -8.79580 -6.37369 0.06838 -0.02 0.01 0.00 0.00
H -4.13464 -4.26608 -1.51726 0.02 0.02 0.04 0.00
H -3.33818 -5.83716 -1.21365 -0.01 -0.01 -0.01 0.00
H -4.31305 -5.06973 0.07004 -0.01 -0.01 0.00 0.00
```
Positions in Å, forces in eV/Å.

No. 2
The following is a quantum chemistry calculation of C25H28InN5O4S4 as an isolated structure at a distorted geometry, from the OMol25 dataset.

Values from the calculation:
E_LUMO (spin up / spin down) = 0.13726 / 0.13873 Ha
E = -90527.9201 eV
Energy relative to the best compared isomer or geometry (same formula, charge and spin) = 114.9 kcal per mole
Net charge = -2
HOMO level (spin up / spin down) = -0.0357 / -0.0527 Ha
Gap between HOMO and LUMO (spin up / spin down) = 4.707 / 5.208 eV

The geometry in XYZ format:
```
67
Properties=species:S:1:pos:R:3:forces:R:3:mulliken_charge:R:1
In 1.35569 -0.99375 1.20540 -0.25 -0.38 0.84 0.90
C 3.48426 2.64663 -1.46662 -0.45 -0.76 -1.38 -1.03
N 2.65605 1.55594 -2.02999 -1.16 3.64 1.08 0.45
C 1.40591 1.99268 -2.66913 1.98 1.26 1.52 -0.98
C 3.11707 0.31149 -2.08947 0.55 -3.92 -0.54 0.58
C 4.40873 0.06074 -2.68000 -1.19 1.23 1.10 -0.50
C 4.89284 -1.21036 -2.75953 -0.08 -1.02 -0.78 -0.49
C 4.15147 -2.35281 -2.43447 -0.03 0.57 0.66 -1.04
C 2.92098 -2.14687 -1.80734 -0.61 0.39 0.13 0.62
C 2.33141 -0.83450 -1.65122 1.43 -0.50 -0.16 -0.90
N 1.03697 -0.70063 -1.00072 1.17 0.60 -0.06 0.46
C -0.04667 -0.99869 -1.80042 -1.38 -1.54 0.27 0.54
C 0.13480 -1.71891 -3.00540 0.80 0.42 -0.25 -0.69
C -0.81444 -2.41949 -3.71756 -2.54 1.32 1.87 -0.82
C -2.11785 -2.44245 -3.16958 1.86 0.36 0.30 -0.84
C -2.32956 -1.80797 -1.91052 -0.86 0.03 -1.49 -0.79
C -1.46675 -0.88450 -1.35217 2.49 0.14 0.16 -0.05
N -1.81874 0.02656 -0.34167 -2.44 -0.73 0.51 1.17
C -3.30127 0.22740 -0.24130 0.05 -0.05 2.14 -1.55
C -1.09098 1.21895 -0.09065 2.06 0.57 -0.03 -0.70
H 4.31659 2.93364 -2.13547 -0.21 0.11 0.16 0.26
H 2.87346 3.51190 -1.23806 -0.27 0.12 -0.26 0.34
H 3.86056 2.33512 -0.53042 0.71 -0.49 1.03 0.33
H 1.74648 2.53249 -3.55208 -0.59 0.12 -0.61 0.40
H 0.82868 1.13889 -2.88294 -0.98 -0.73 -0.39 0.22
H 0.91906 2.72759 -1.98010 -0.07 -0.79 -0.61 0.23
H 4.97778 0.95883 -3.00507 -0.28 -0.91 0.23 0.19
H 5.83665 -1.40121 -3.21158 0.86 0.14 -0.29 0.38
H 4.62633 -3.34078 -2.61050 -0.67 0.69 0.42 0.31
H 2.38413 -3.02305 -1.39061 0.15 0.75 -0.39 0.38
H 1.11609 -1.74046 -3.45828 0.20 0.05 0.37 0.25
H -0.56299 -2.84065 -4.64423 0.16 -0.55 -1.18 0.51
H -2.96426 -2.73074 -3.76235 -0.32 -0.78 0.14 0.30
H -3.29399 -2.02067 -1.47836 -0.31 0.53 0.12 0.44
H -3.73373 0.46314 -1.17314 -0.41 0.13 -1.46 0.42
H -3.77173 -0.65689 0.16261 0.15 -0.80 -0.33 0.44
H -0.08852 0.34436 3.20201 0.44 0.14 -0.11 0.15
H -1.24674 1.97668 -0.86814 -0.17 0.21 -0.08 0.33
H -1.33540 1.59063 0.90930 0.14 0.10 -0.53 0.12
H 0.01472 0.98760 -0.09254 -1.48 0.56 -0.03 -0.12
S 5.92481 -1.80818 2.50983 0.04 -0.44 -0.07 -0.43
C 4.33837 -1.67428 2.02651 -0.87 -0.07 -0.18 0.19
S 3.17794 -2.93438 1.67021 0.36 -0.14 -0.09 -0.42
S 3.64805 -0.09717 1.92785 -0.45 0.64 -0.34 -0.27
S -5.26465 3.34824 1.29142 0.12 0.84 3.27 -0.31
C -4.76259 2.20469 0.22454 -0.12 -1.13 -1.62 -0.31
N -3.91149 1.25571 0.67922 3.42 -1.67 0.98 0.54
C -3.67756 1.31645 2.06535 -1.59 0.08 -0.20 0.07
C -3.05556 0.41974 2.95409 -0.16 -0.03 0.07 -0.24
C -3.28799 0.52444 4.34474 0.52 0.53 -0.83 -1.10
C -3.84632 1.70159 4.84127 0.17 -0.07 1.45 -0.17
C -4.27138 2.68311 3.95483 -1.36 0.15 0.39 -0.52
C -4.42005 2.38120 2.61084 0.65 1.16 -0.23 0.09
H -4.76853 2.41344 -0.79090 0.03 0.30 -1.71 0.35
H -2.34352 -0.29118 2.56821 -0.09 -0.57 -0.12 0.71
H -2.92416 -0.25537 5.01555 0.03 0.27 -0.27 0.40
H -3.93965 1.90638 5.96253 0.27 -0.42 -1.75 0.24
H -4.65119 3.59887 4.40153 -0.11 -0.01 -0.37 0.36
C -0.34855 -3.49335 2.15296 -0.69 0.23 0.37 -0.85
O -0.12822 -2.11558 2.23847 0.33 0.21 -0.35 -0.45
H -1.29006 -3.73806 2.70372 -0.01 0.23 -0.57 0.26
H 0.34656 -4.13278 2.71636 0.67 0.20 -0.41 0.26
H -0.44791 -3.83859 1.10402 0.09 -0.15 0.39 0.22
O 1.95708 1.88514 3.37748 1.70 -0.14 -0.11 -0.58
N 1.20160 2.03622 2.46199 -2.12 3.89 0.91 0.78
O 1.26305 2.70630 1.41927 1.28 -1.23 0.29 -0.54
O 0.06885 0.72153 2.32044 -0.54 -2.94 -0.99 -0.53
```
Positions in Å, forces in eV/Å.